No. 1
This record from the OMol25 dataset describes 3 unconnected molecules or ions with the total composition C10H24Br4NOP. The level of theory is ωB97M-V with the def2-TZVPD basis set.

Kohn-Sham gap: 8.3760 eV
Structure (SMILES): CCP(C)COCCN.BrCCBr.BrCCBr
Highest occupied orbital energy: -7.80 eV
Lowest unoccupied orbital energy: 0.575 eV

The geometry in ORCA input format:
```
! RIJCOSX wB97M-V def2-TZVPD def2/J DEFGRID3
* xyz 0 1
C 0.093 -0.726 2.029
C 0.354 0.670 1.353
P 0.166 0.646 -0.523
C -0.481 -1.078 -0.931
C -1.107 1.947 -1.019
O -2.243 2.040 -0.167
C -3.198 1.018 -0.444
C -3.710 0.485 0.920
N -4.119 -0.936 0.889
H 0.286 -0.654 3.108
H 0.798 -1.440 1.578
H -0.940 -1.034 1.815
H -0.276 1.442 1.823
H 1.414 0.896 1.560
H -1.392 -1.309 -0.351
H 0.300 -1.837 -0.805
H -0.793 -1.100 -1.996
H -1.373 1.875 -2.091
H -0.575 2.910 -0.910
H -4.048 1.512 -0.957
H -2.834 0.238 -1.129
H -2.869 0.599 1.634
H -4.506 1.155 1.273
H -4.696 -1.069 1.715
H -3.289 -1.478 1.108
Br 2.504 -1.516 5.381
C 3.698 -2.737 4.443
C 4.442 -2.038 3.336
Br 3.300 -1.745 1.784
H 3.090 -3.565 4.091
H 4.391 -3.096 5.202
H 5.260 -2.659 2.975
H 4.830 -1.067 3.630
Br -0.370 0.028 -4.354
C 0.718 1.643 -4.306
C 1.124 2.074 -5.692
Br 2.560 0.961 -6.392
H 1.563 1.434 -3.657
H 0.087 2.399 -3.841
H 1.529 3.085 -5.673
H 0.309 2.026 -6.408
*
```


No. 2
This record from the OMol25 dataset describes 13 unconnected molecules or ions with the total composition H26O13. The level of theory is ωB97M-V with the def2-TZVPD basis set.

Kohn-Sham gap (alpha / beta): 10.9915 / 3.0722 eV
<S²>: 0.758
Energy relative to the best compared isomer or geometry (same formula, charge and spin): 111.2 kJ/mol
Highest occupied orbital energy (alpha / beta): -14.42 / -13.40 eV
Lowest unoccupied orbital energy (alpha / beta): -3.432 / -10.330 eV

The geometry in ORCA input format:
```
! RIJCOSX wB97M-V def2-TZVPD def2/J DEFGRID3
* xyz 1 2
O -3.055 1.000 2.620
H -2.824 0.602 1.781
H -2.854 1.929 2.509
O 2.355 2.161 -0.676
H 3.059 2.758 -0.423
H 1.618 2.409 -0.119
O 0.078 -2.608 -2.007
H -0.736 -2.420 -2.474
H 0.174 -1.883 -1.390
O -0.142 1.210 -3.437
H 0.720 1.412 -3.801
H -0.027 1.293 -2.490
O -0.037 2.658 0.862
H -0.782 2.837 1.436
H -0.224 3.155 0.065
O -2.851 -1.870 -1.836
H -3.721 -1.631 -2.156
H -2.864 -1.635 -0.908
O -0.215 -0.450 -0.037
H 0.609 -0.084 0.284
H -0.749 0.314 -0.255
O 1.568 1.174 2.524
H 0.943 0.617 2.989
H 1.023 1.804 2.053
O 3.652 -0.034 -1.072
H 3.175 0.766 -0.853
H 3.783 -0.474 -0.232
O -2.428 -1.796 0.942
H -1.599 -1.426 0.641
H -2.220 -2.195 1.787
O 3.655 -0.770 1.528
H 3.206 0.041 1.767
H 4.530 -0.680 1.907
O -2.249 1.158 -0.779
H -3.013 0.651 -1.052
H -2.011 1.668 -1.554
O 0.291 -4.213 0.455
H -0.051 -4.104 1.342
H 0.211 -3.344 0.060
*
```


No. 3
This record from the OMol25 dataset describes a molecular structure, C18H31Br2N2O12P2Si. The level of theory is ωB97M-V with the def2-TZVPD basis set.

Kohn-Sham gap: 6.8524 eV
Highest occupied orbital energy: -12.62 eV
Lowest unoccupied orbital energy: -5.772 eV

The geometry in ORCA input format:
```
! RIJCOSX wB97M-V def2-TZVPD def2/J DEFGRID3
* xyz 1 1
C 2.343 2.679 4.449
C 1.392 2.253 3.139
O 0.323 1.430 3.673
C -0.442 0.664 2.709
N 0.293 0.070 1.533
C 0.353 0.909 0.235
C -0.307 2.443 0.127
C -1.829 2.410 -0.567
O -2.844 1.775 0.289
Si -4.394 1.616 -0.528
C -5.474 0.441 0.617
C -4.305 0.722 -2.242
C -5.393 3.299 -0.590
C 1.070 0.401 -1.159
P 1.193 1.316 -2.816
O 2.725 1.800 -2.959
O 0.845 0.302 -4.234
O 0.216 2.729 -3.019
C 1.786 -1.110 -1.145
C 2.592 -1.730 -2.474
O 1.835 -2.424 -3.327
O 4.042 -1.509 -2.559
P 4.614 -1.424 -4.200
O 6.224 -1.430 -4.106
O 4.229 0.118 -4.995
O 4.196 -2.786 -5.204
C 1.669 -1.998 0.260
C 2.337 -3.491 0.178
O 3.775 -3.444 0.582
N 4.487 -4.379 -0.083
O 4.209 -5.497 0.373
C 0.911 -1.347 1.603
C 0.849 -2.331 2.913
Br 1.614 -1.492 4.609
C -0.666 -2.992 3.178
C -1.745 -2.602 1.986
Br -1.363 -2.579 5.041
H 1.684 2.827 5.434
H 2.962 3.638 4.186
H 3.111 1.795 4.578
H 2.130 1.743 2.390
H 1.046 3.305 2.691
H -0.936 -0.238 3.318
H -1.388 1.330 2.409
H -0.463 2.956 1.166
H 0.435 3.164 -0.468
H -1.767 1.757 -1.562
H -2.138 3.494 -0.899
H -6.553 0.285 0.149
H -4.872 -0.554 0.759
H -5.631 0.998 1.647
H -5.398 0.638 -2.709
H -3.991 -0.406 -2.016
H -3.527 1.188 -2.984
H -6.105 3.305 0.361
H -4.687 4.241 -0.469
H -6.089 3.358 -1.536
H 1.585 0.384 -4.906
H 0.817 3.468 -3.388
H 4.794 0.775 -4.453
H 4.779 -2.780 -6.042
H 1.819 -4.294 0.894
H 2.272 -3.995 -0.902
H 1.540 -3.300 2.805
H -0.591 -4.184 3.149
H -2.661 -3.354 2.136
H -1.342 -2.831 0.895
H -2.194 -1.526 2.080
*
```


No. 4
This record from the OMol25 dataset describes 2 unconnected molecules or ions with the total composition H3S3. The level of theory is ωB97M-V with the def2-TZVPD basis set.

Kohn-Sham gap: 5.7423 eV
Energy relative to the best compared isomer or geometry (same formula, charge and spin): 18.1 kJ/mol
Highest occupied orbital energy: -2.36 eV
Lowest unoccupied orbital energy: 3.380 eV

The geometry in ORCA input format:
```
! RIJCOSX wB97M-V def2-TZVPD def2/J DEFGRID3
* xyz -1 1
S 1.526 0.956 -2.225
H 2.491 0.117 -2.633
S -1.478 -0.569 2.539
S 0.275 -0.331 -1.153
H -2.303 0.233 1.864
H -0.512 -0.406 1.608
*
```


No. 5
This record from the OMol25 dataset describes 7 unconnected molecules or ions with the total composition C26H32Cl6N4. The level of theory is ωB97M-V with the def2-TZVPD basis set.

Kohn-Sham gap: 10.1142 eV
Structure (SMILES): c1ccncc1.c1ccncc1.c1ccncc1.c1ccncc1.ClCCCl.ClCCCl.ClCCCl
Energy relative to the best compared isomer or geometry (same formula, charge and spin): 65.3 kJ/mol
Highest occupied orbital energy: -9.74 eV
Lowest unoccupied orbital energy: 0.370 eV

The geometry in ORCA input format:
```
! RIJCOSX wB97M-V def2-TZVPD def2/J DEFGRID3
* xyz 0 1
C 12.834 16.441 8.861
C 11.711 16.445 9.641
C 10.770 17.407 9.318
N 10.873 18.209 8.269
C 11.921 18.111 7.418
C 12.958 17.214 7.724
H 13.655 15.842 9.165
H 11.526 15.803 10.491
H 9.877 17.460 9.916
H 11.951 18.673 6.552
H 13.819 17.105 7.013
C 18.713 9.809 10.921
C 17.515 10.170 10.406
C 16.342 10.079 11.202
N 16.388 9.695 12.456
C 17.549 9.336 13.000
C 18.753 9.446 12.278
H 19.624 10.132 10.380
H 17.494 10.498 9.384
H 15.385 10.319 10.756
H 17.615 9.133 14.045
H 19.678 9.156 12.781
C 14.141 19.485 12.183
C 15.293 18.875 12.730
C 16.257 18.347 11.858
N 16.085 18.295 10.516
C 15.021 18.926 10.027
C 14.042 19.461 10.820
H 13.291 19.856 12.781
H 15.325 18.810 13.791
H 17.095 17.817 12.238
H 14.920 18.946 8.949
H 13.170 19.809 10.244
C 15.395 13.307 12.340
C 15.418 14.607 11.927
C 14.236 15.346 11.816
N 13.021 14.867 12.154
C 12.989 13.543 12.549
C 14.149 12.789 12.675
H 16.289 12.642 12.362
H 16.288 15.188 11.637
H 14.304 16.342 11.382
H 12.048 13.101 12.903
H 14.046 11.794 13.044
Cl 9.537 11.530 13.501
C 8.730 11.414 11.939
C 8.548 12.709 11.274
Cl 7.258 13.675 11.999
H 7.801 10.934 12.127
H 9.329 10.780 11.253
H 8.151 12.524 10.302
H 9.445 13.310 11.244
Cl 13.149 13.838 16.194
C 12.339 15.308 15.466
C 13.407 16.288 15.018
Cl 14.210 17.125 16.428
H 11.702 15.760 16.255
H 11.747 15.009 14.624
H 12.865 17.097 14.519
H 14.206 15.868 14.443
Cl 18.519 17.019 6.543
C 17.209 17.018 7.713
C 16.941 15.631 8.203
Cl 18.359 15.080 9.192
H 16.282 17.466 7.284
H 17.523 17.640 8.560
H 16.903 14.907 7.429
H 15.992 15.601 8.736
*
```


No. 6
This record from the OMol25 dataset describes a molecular structure, C35H72Cl24NO5P2. The level of theory is ωB97M-V with the def2-TZVPD basis set.

Kohn-Sham gap: 5.8718 eV
Highest occupied orbital energy: -10.16 eV
Lowest unoccupied orbital energy: -4.285 eV

The geometry in ORCA input format:
```
! RIJCOSX wB97M-V def2-TZVPD def2/J DEFGRID3
* xyz 1 1
C -0.470 3.344 0.803
C -0.680 3.133 -0.809
C -1.925 2.060 -1.063
C 0.618 2.528 -1.608
C 1.657 1.671 -0.671
N 2.676 2.765 -0.286
C 3.941 2.210 -0.154
P 5.391 3.380 0.266
O 5.384 3.859 1.806
O 6.939 2.783 -0.263
O 5.095 4.870 -0.655
C 3.857 0.599 -0.440
C 5.212 -0.255 -0.792
C 4.875 -1.516 -1.837
O 5.798 -2.639 -1.500
C 2.651 0.693 -1.594
P 3.217 1.675 -3.146
C 2.834 0.680 -4.772
O 4.959 1.877 -3.192
H 0.282 4.226 1.082
H -0.228 2.346 1.398
H -1.526 3.702 1.230
H -0.908 4.204 -1.262
H -1.394 1.034 -1.365
H -2.526 1.971 -0.055
H -2.579 2.500 -1.940
H 0.318 1.808 -2.510
H 1.218 3.443 -2.037
H 1.239 1.135 0.305
H 2.451 3.794 -0.141
H 7.317 3.494 -0.859
H 4.452 4.580 -1.395
H 3.305 0.011 0.409
H 5.643 -0.789 0.184
H 6.035 0.403 -1.317
H 5.095 -1.211 -2.951
H 3.776 -1.933 -1.697
H 5.760 -3.356 -2.203
H 2.172 -0.354 -1.906
H 1.723 0.872 -5.087
H 3.118 -0.447 -4.625
H 3.604 1.115 -5.573
H 5.212 2.711 -3.701
Cl 1.566 5.384 -7.372
C 0.468 4.472 -6.306
C 0.753 4.729 -4.835
Cl 2.309 4.033 -4.319
H 0.558 3.410 -6.555
H -0.549 4.794 -6.550
H -0.022 4.262 -4.220
H 0.767 5.800 -4.608
Cl 4.517 -4.642 0.632
C 4.621 -3.273 1.766
C 3.256 -2.857 2.292
Cl 2.246 -2.116 1.026
H 5.125 -2.447 1.255
H 5.256 -3.598 2.596
H 3.374 -2.109 3.082
H 2.709 -3.708 2.709
Cl -3.163 3.192 -4.457
C -4.799 2.525 -4.232
C -5.882 3.510 -4.646
Cl -5.978 4.905 -3.543
H -4.903 2.227 -3.184
H -4.860 1.624 -4.850
H -6.859 3.018 -4.621
H -5.716 3.888 -5.659
Cl 5.075 -2.983 4.729
C 4.837 -2.312 6.362
C 3.571 -2.839 7.019
Cl 2.097 -2.225 6.230
H 4.825 -1.221 6.281
H 5.711 -2.601 6.953
H 3.531 -2.512 8.063
H 3.534 -3.933 7.004
Cl 2.354 4.814 2.416
C 2.115 5.485 4.048
C 0.849 4.958 4.706
Cl -0.624 5.572 3.917
H 2.104 6.576 3.968
H 2.989 5.196 4.640
H 0.809 5.285 5.750
H 0.813 3.864 4.691
Cl -7.962 2.727 -7.636
C -9.428 3.549 -7.047
C -9.441 5.027 -7.406
Cl -8.207 5.948 -6.511
H -9.491 3.397 -5.965
H -10.281 3.046 -7.512
H -10.410 5.463 -7.148
H -9.271 5.183 -8.476
Cl 5.079 5.855 1.258
C 5.758 6.735 2.651
C 5.773 8.239 2.427
Cl 6.945 8.720 1.175
H 6.762 6.345 2.842
H 5.129 6.493 3.513
H 6.068 8.748 3.349
H 4.788 8.613 2.132
Cl 0.255 -5.276 7.565
C -0.506 -6.052 6.153
C 0.494 -6.321 5.039
Cl 1.069 -4.818 4.275
H -1.325 -5.411 5.814
H -0.934 -6.995 6.504
H 0.021 -6.915 4.251
H 1.366 -6.872 5.404
Cl -2.421 -6.355 3.156
C -2.777 -6.727 1.451
C -1.512 -6.910 0.628
Cl -0.621 -5.383 0.415
H -3.406 -5.925 1.053
H -3.362 -7.652 1.446
H -1.770 -7.268 -0.374
H -0.835 -7.638 1.085
Cl -1.462 -10.459 1.108
C -2.333 -10.995 2.567
C -3.838 -11.045 2.350
Cl -4.545 -9.421 2.164
H -2.066 -10.322 3.388
H -1.959 -11.994 2.809
H -4.322 -11.504 3.217
H -4.098 -11.633 1.464
Cl -7.205 -11.002 1.209
C -8.303 -11.914 2.275
C -8.019 -11.657 3.747
Cl -6.462 -12.352 4.263
H -8.213 -12.976 2.027
H -9.320 -11.592 2.032
H -8.794 -12.124 4.362
H -8.004 -10.586 3.974
Cl -1.347 6.295 -3.513
C -2.813 7.118 -2.924
C -2.826 8.595 -3.283
Cl -1.592 9.516 -2.388
H -2.876 6.965 -1.842
H -3.666 6.614 -3.389
H -3.796 9.032 -3.026
H -2.657 8.751 -4.354
*
```


No. 7
This record from the OMol25 dataset describes a molecular structure, CH2NO4. The level of theory is ωB97M-V with the def2-TZVPD basis set.

Kohn-Sham gap: 6.8237 eV
Energy relative to the best compared isomer or geometry (same formula, charge and spin): 139.0 kJ/mol
Highest occupied orbital energy: -14.48 eV
Lowest unoccupied orbital energy: -7.656 eV

The geometry in ORCA input format:
```
! RIJCOSX wB97M-V def2-TZVPD def2/J DEFGRID3
* xyz 1 1
C 0.650 -1.127 0.824
N -2.136 0.539 -0.101
O -2.007 0.406 -1.196
O -2.347 0.891 0.921
O 1.713 -0.060 -0.312
O -0.441 -0.970 0.658
H 2.053 0.930 -0.541
H 2.515 -0.609 -0.254
*
```


No. 8
This record from the OMol25 dataset describes a molecular structure, C22H16AgIOS. The level of theory is ωB97M-V with the def2-TZVPD basis set.

Kohn-Sham gap: 7.0034 eV
Energy relative to the best compared isomer or geometry (same formula, charge and spin): 59.9 kJ/mol
Highest occupied orbital energy: -6.96 eV
Lowest unoccupied orbital energy: 0.041 eV

The geometry in ORCA input format:
```
! RIJCOSX wB97M-V def2-TZVPD def2/J DEFGRID3
* xyz 0 1
Ag -1.112 0.257 0.339
I -2.843 -1.739 -0.052
C -4.307 -0.097 0.074
C -5.676 -0.366 0.032
C -6.631 0.654 -0.016
C -6.245 1.972 0.064
C -4.886 2.342 0.094
C -4.473 3.712 0.058
C -3.135 4.002 0.055
C -2.176 2.972 0.081
C -2.579 1.682 0.057
C -3.909 1.264 0.097
H -6.049 -1.394 0.057
H -7.683 0.384 -0.077
H -6.963 2.788 0.068
H -5.201 4.518 0.007
H -2.792 5.032 -0.027
H -1.131 3.221 0.089
O 1.350 0.637 1.230
S 1.826 0.126 -0.134
C 3.646 0.269 -0.090
C 4.309 0.646 -1.217
C 5.708 0.657 -1.232
C 6.433 0.319 -0.097
C 5.736 0.021 1.073
C 4.349 0.043 1.102
C 1.635 -1.643 -0.056
C 1.282 -2.352 1.083
C 1.143 -3.724 1.004
C 1.392 -4.403 -0.180
C 1.808 -3.677 -1.295
C 1.916 -2.308 -1.235
H 3.721 0.954 -2.079
H 6.241 0.934 -2.136
H 7.524 0.278 -0.106
H 6.290 -0.172 1.977
H 3.784 -0.184 2.003
H 1.194 -1.867 2.061
H 0.868 -4.332 1.875
H 1.304 -5.474 -0.240
H 2.058 -4.205 -2.220
H 2.275 -1.746 -2.090
*
```


No. 9
This record from the OMol25 dataset describes a single C3H9NP2 molecule. The level of theory is ωB97M-V with the def2-TZVPD basis set.

Kohn-Sham gap: 8.6849 eV
Structure (SMILES): C/C=P/C[PH2]=N
Energy relative to the best compared isomer or geometry (same formula, charge and spin): 227.2 kJ/mol
Highest occupied orbital energy: -8.78 eV
Lowest unoccupied orbital energy: -0.096 eV

The geometry in ORCA input format:
```
! RIJCOSX wB97M-V def2-TZVPD def2/J DEFGRID3
* xyz 0 1
C -2.546 0.852 0.266
C -1.240 0.221 -0.111
P -0.807 -1.330 0.429
C 0.863 -1.308 -0.472
P 2.129 -0.153 0.143
N 1.931 1.367 0.494
H -3.077 0.101 0.868
H -3.206 1.241 -0.441
H -2.356 1.784 0.890
H -0.571 0.671 -0.773
H 1.552 -2.245 -0.560
H 0.650 -1.323 -1.587
H 2.483 -0.984 1.249
H 3.267 -0.470 -0.796
H 0.930 1.577 0.401
*
```


No. 10
This record from the OMol25 dataset describes 3 unconnected molecules or ions with the total composition C4H10N4. The level of theory is ωB97M-V with the def2-TZVPD basis set.

Kohn-Sham gap (alpha / beta): 7.9220 / 7.9245 eV
Energy relative to the best compared isomer or geometry (same formula, charge and spin): 678.0 kJ/mol
Highest occupied orbital energy (alpha / beta): -8.87 / -8.87 eV
Lowest unoccupied orbital energy (alpha / beta): -0.945 / -0.943 eV

The geometry in ORCA input format:
```
! RIJCOSX wB97M-V def2-TZVPD def2/J DEFGRID3
* xyz 0 1
C 1.532 1.936 -0.011
C 1.395 0.447 -0.141
C 2.267 -0.341 -0.771
H 0.777 -0.066 0.761
H 1.183 2.457 -0.905
H 0.906 2.293 0.809
H 2.555 2.269 0.183
H 3.081 0.044 -1.376
H 2.207 -1.419 -0.685
N -1.590 -1.369 -0.327
N -2.898 -1.452 0.004
N -1.193 -0.266 -0.896
C -0.568 -0.919 1.539
N -1.282 -0.967 2.451
H -0.082 0.183 -0.715
H -1.920 0.455 -0.823
H -3.231 -2.402 0.080
H -3.137 -0.883 0.822
*
```